Record 1
# C43H42NO21

6 unconnected molecules or ions with the total composition C43H42NO21 (ωB97M-V/def2-TZVPD, OMol25).

Computed properties:
Strongest force on any atom: 0.8 eV/A
HOMO: -1.852 eV
Calculated total energy: -3298.4625 hartree
Net charge: -1

Geometry (Å):
O 4.505731 9.084406 -3.964044
O 5.618890 1.923281 -2.231925
O 6.636028 4.065516 -4.107532
O -6.302735 -7.682661 2.038561
O 3.794056 0.833083 -0.793640
O 8.099155 3.490406 4.942566
O -8.524735 -3.745956 0.726983
O 6.330967 7.372097 8.069540
O 1.223425 -6.572320 -4.543950
O -3.105228 -5.196797 -7.565405
O -1.749337 -2.323622 -0.350968
O 7.140898 5.698235 3.771071
O 5.300732 4.862624 -2.045346
O -1.528390 -7.078361 -8.346308
O -6.855414 -7.057457 4.482518
O -0.370145 -4.727106 -3.740436
O -9.005256 -3.083242 3.170953
O 7.669479 3.352651 1.735672
O 7.326526 5.292297 9.205696
O 5.867955 8.299140 -6.003092
O 5.841563 2.187660 3.220853
N -6.799181 0.335768 1.169843
C 4.794130 7.022540 -2.865144
C -0.191322 -1.078486 0.981906
C 6.365158 6.138330 -5.182622
C -7.108038 2.534876 1.455079
C -0.691086 -5.220527 -4.816152
C -7.372645 -5.754119 1.212489
C 0.776899 0.116504 0.943005
C 7.142583 5.647335 5.082690
C -1.198602 -6.567713 -7.276851
C 6.770157 2.703693 -0.335273
C -6.185620 -0.981975 1.167309
C 5.779847 7.456825 -5.126443
C 4.982147 7.852813 -3.900283
C -1.840790 -4.833605 -5.598692
C -4.217829 -3.242339 -1.319072
C 7.782676 4.268475 7.136037
C 6.678460 6.653515 5.844177
C 6.726562 6.532317 7.278713
C -3.056436 -4.202653 -1.159483
C -7.957944 -5.025468 3.993171
C -0.573246 -1.566655 -0.414957
C -8.355397 -4.222156 2.995646
C -8.007725 0.654371 0.617244
C -4.756657 -2.684566 0.009066
C -1.733486 -3.498146 -1.188448
C -5.458374 -1.338306 -0.113227
C 5.757590 2.053853 -0.923339
C 5.707197 2.086354 1.903353
C -8.097888 -4.549090 1.539469
C -8.246261 2.002820 0.771485
C 4.696225 1.436271 1.309590
C 7.319574 5.278960 7.884326
C -7.251693 -6.242448 3.664242
C -6.971521 -6.553991 2.211624
C -2.078224 -5.467822 -6.758441
C 7.712512 4.372590 5.695360
C 6.801557 2.772513 1.102713
C -6.249545 1.485637 1.678683
C -0.045249 -6.946277 -6.503983
C 5.380965 5.702675 -2.921400
C 6.174588 5.301895 -4.150460
C 4.654445 1.384078 -0.135036
C 0.195204 -6.309289 -5.341326
H 0.265775 -1.915071 1.513804
H 8.202230 3.369420 7.564266
H -0.721015 -0.697403 -1.074414
H -6.986553 -1.701925 1.354007
H -1.439289 -3.163410 -2.205740
H 4.796605 1.405515 -2.368151
H -8.140663 -4.800426 5.034257
H -3.914881 -2.599147 0.699562
H 0.236487 -2.182667 -0.828232
H -6.143195 -8.038800 2.934582
H 1.714034 -0.128710 1.446904
H 1.107309 -5.960968 -3.784415
H -6.933482 3.559235 1.745907
H -3.919982 -2.354506 -1.921636
H 6.662382 2.692175 3.400222
H 4.796115 9.438947 -4.828885
H -6.186442 -1.369693 -0.932878
H -9.155731 -2.719039 2.274554
H 3.907892 0.945520 1.862123
H 6.921922 6.145313 9.465513
H -7.166777 -5.965785 0.172938
H -2.477268 -4.046593 -5.217820
H 0.592473 -7.733599 -6.880741
H -5.278686 1.461159 2.150543
H 1.012330 0.397049 -0.085491
H 4.232431 7.300055 -1.984619
H -0.926092 -4.148687 -0.814552
H 7.560728 3.191641 -0.887657
H 6.928343 5.861822 -6.062465
H -3.062922 -4.890108 -2.015238
H 0.361729 0.983597 1.459740
H -5.449149 -3.416939 0.448630
H -5.046215 -3.729072 -1.845324
H -4.736057 -0.552519 -0.354197
H 7.523083 4.877081 3.392729
H -1.129121 -0.815792 1.476918
H -9.117262 2.532210 0.422530
H 6.293254 3.648779 -3.287698
H -3.007552 -5.823627 -8.310130
H -8.615931 -0.105062 0.145397
H -5.498875 -1.013280 2.015778
H 6.270132 7.560053 5.421026

Cartesian forces (eV/Å) of the 6 atoms listed first:
-0.075 0.052 0.094
0.092 0.042 -0.181
0.022 0.056 -0.065
-0.011 -0.041 -0.116
-0.034 -0.049 -0.061
-0.336 0.392 -0.081

These are the Löwdin partial charges, in e, on atoms 1 to 99: 0.116 0.100 0.119 0.112 0.119 0.097 0.082 0.099 0.099 0.089 -0.189 0.127 0.107 0.053 0.086 0.078 0.108 0.090 0.117 0.097 0.114 -0.120 0.075 -0.220 0.070 -0.116 -0.320 0.074 -0.112 -0.227 -0.337 0.065 -0.158 -0.314 -0.235 0.076 -0.297 0.071 0.071 -0.315 -0.202 0.067 -0.272 -0.236 -0.116 -0.232 -0.317 -0.192 -0.236 -0.216 -0.323 -0.111 0.084 -0.236 -0.316 -0.235 -0.245 -0.293 -0.291 -0.111 0.056 -0.297 -0.225 -0.296 -0.242 0.104 0.136 0.118 0.101 0.088 0.133 0.131 0.097 0.119 0.115 0.047 0.115 0.080 0.100 0.082 0.118 0.116 0.112 0.128 0.119 0.139 0.136 0.126 0.112 0.057 0.136 0.102 0.137 0.135 0.030 0.064 0.092 0.091 0.118



Record 2
# C43H43CsN12O2

A molecular structure, C43H43CsN12O2 in a non-equilibrium geometry (ωB97M-V/def2-TZVPD, OMol25).

Computed properties:
Energy above the lowest of the compared OMol25 structures with the same formula, charge and spin: 1.057 eV
Strongest force on any atom: 1.8 eV/A
HOMO: -1.572 eV
Calculated total energy: -2492.1434 hartree
Net charge: -2

Geometry (Å):
Cs 0.263331 -0.384641 0.382464
O 0.093863 0.893206 3.461567
O 4.781618 -2.153690 -0.790402
N -2.638721 2.199968 1.874565
N -2.498649 -2.942968 -1.397566
N -1.318543 -2.380748 -1.699614
N -3.166944 -0.185798 -0.926760
N -3.016726 2.570289 4.136482
N -0.428820 -2.347485 2.838217
N 2.777456 -1.585396 0.278531
N 1.954029 -0.484243 -2.167122
N -1.139848 3.564041 3.135210
N -1.322075 1.745819 -2.358857
N 1.830529 -0.383774 2.728954
N -2.531316 2.279772 -2.136077
C -4.058680 0.390476 -1.712353
C -0.457220 2.677810 -1.990128
C 3.780870 -3.360944 1.641461
C -2.443386 3.526071 -1.623743
C 1.907528 -0.767743 -4.543634
C 3.581243 -1.858903 -3.236025
C 3.010678 -1.299912 -2.090296
C 1.418562 -0.232833 -3.362765
C -3.911301 3.696519 4.338436
C -0.229367 3.692108 2.017238
C -1.771695 -4.066147 -3.133620
C -3.752739 1.594694 -2.419652
C -1.783872 -3.501222 4.436309
C -2.808226 -3.953007 -2.239738
C -5.903228 1.688251 -3.546175
C 2.496853 -1.619498 2.722631
C -0.190279 -1.400144 3.744996
C -3.733740 1.303056 4.154188
C 3.058488 -2.164887 1.527501
C -3.241939 -2.528863 -0.249560
C -4.365331 -3.201010 1.786221
C 3.612006 -1.710025 -0.734252
C -4.279507 -0.876757 1.111688
C -5.385056 -0.092223 -1.968322
C 3.020473 -1.595364 -4.470709
C 0.673474 -0.214452 3.317030
C 2.723804 -2.291141 3.929752
C -4.803268 -4.269960 2.752179
C -1.555029 -2.498242 5.370847
C 3.426798 -3.483164 4.009377
C -0.492408 3.680760 4.429698
C -1.107070 3.836162 -1.523378
C -0.761702 -1.425682 5.015881
C 3.955894 -4.024420 2.846729
C -6.830555 2.330020 -4.544116
C -6.248463 0.531099 -2.843687
C -1.213192 -3.365617 3.182190
C -2.231547 2.739016 2.954157
C -3.571148 -1.175861 -0.069486
C -4.632165 2.196857 -3.296924
C -0.866234 -3.059495 -2.739213
C -4.665693 -1.855988 2.005050
C -3.631588 -3.511331 0.653488
H -1.200675 3.439174 5.215768
H -3.739097 -4.486044 -2.143817
H -4.477320 0.170262 1.310772
H -6.735405 3.419225 -4.535588
H -1.686463 -4.759600 -3.952671
H 0.086058 -2.794049 -3.172079
H -1.392147 -4.106702 2.410502
H -1.997483 -2.554486 6.359388
H -5.193938 -1.571452 2.910603
H 0.356326 2.770217 1.886468
H -0.780771 3.905758 1.103123
H -4.681481 3.752567 3.553015
H -7.237479 0.102623 -2.992149
H -3.325713 -4.536455 0.466480
H 4.448456 -2.490624 -3.107659
H -4.800695 -3.893706 3.776833
H -5.708922 -0.982382 -1.442121
H -4.546550 1.269591 3.417003
H -4.408506 3.599447 5.307086
H -5.815957 -4.622228 2.532074
H -1.989451 2.285490 1.099634
H -4.305674 3.105781 -3.796354
H 0.350810 2.988626 4.493373
H 3.439194 -2.035275 -5.369638
H 0.601993 2.475010 -2.054694
H -0.574145 -0.599712 5.689499
H -0.132533 4.706721 4.566150
H 0.452372 4.522829 2.209752
H -4.149601 1.157485 5.155462
H -4.138642 -5.135493 2.711769
H -0.668774 4.743729 -1.145497
H -3.333014 4.067922 -1.351002
H -7.872774 2.089507 -4.319961
H 0.536721 0.401135 -3.366390
H 4.215232 -3.765192 0.738650
H 1.421915 -0.545129 -5.485144
H 4.517617 -4.952384 2.873593
H 3.567733 -3.970209 4.968551
H -6.637363 1.999147 -5.571199
H -2.400829 -4.360172 4.666687
H 2.334167 -1.834890 4.833780
H -3.344301 4.628542 4.334361
H -3.037415 0.497576 3.928623

Cartesian forces (eV/Å) of the 6 atoms listed first:
-1.424 0.485 -0.961
-0.037 0.064 0.049
-0.013 0.009 -0.013
0.010 -0.044 0.059
-0.032 0.158 0.033
0.114 -0.277 0.099

These are the Löwdin partial charges, in e, on atoms 1 to 99: 1.075 -0.081 -0.059 0.199 -0.095 0.068 0.089 -0.199 0.111 -0.051 0.038 -0.153 0.097 -0.006 -0.102 -0.259 -0.189 -0.043 -0.086 -0.093 -0.025 -0.190 -0.166 -0.100 -0.066 -0.081 -0.143 -0.087 -0.089 -0.326 -0.265 -0.229 -0.096 -0.227 -0.133 -0.307 -0.528 -0.013 -0.027 -0.093 -0.677 -0.066 -0.077 -0.080 -0.140 -0.081 -0.102 -0.026 -0.137 -0.095 -0.092 -0.132 -0.474 -0.275 -0.020 -0.149 -0.052 -0.012 0.074 0.114 0.095 0.061 0.076 0.090 0.103 0.095 0.104 0.083 0.053 0.084 0.095 0.117 0.103 0.064 0.096 0.067 0.074 0.068 0.022 0.113 0.074 0.092 0.092 0.115 0.074 0.084 0.077 0.067 0.082 0.122 0.060 0.078 0.093 0.092 0.078 0.077 0.063 0.086 0.102



- The lowest strongest force on any atom belongs to which entry?
  C43H42NO21



- The lowest HOMO belongs to which entry?
  C43H42NO21



- strongest force on any atom of number 1 (C43H42NO21)?
  0.8 eV/A



- Which value of HOMO does entry 2 give?
  -1.572 eV